{
  "formula": "C20H17N3O5S2",
  "method": "the ωB97M-V functional and the def2-TZVPD basis",
  "energy_ev": -57392.831,
  "e_lumo_ev": 0.333,
  "homo_energy_ev": -8.80,
  "smiles": "Cc1ccc(C(=O)Oc2coc(CSc3nnc(NC(=O)C4CC4)s3)cc2=O)cc1",
  "de_lowest_ev": 0.211,
  "homo_lumo_gap_ev": 9.13,
  "charge": 0,
  "species": ["C", "C", "C", "C", "C", "C", "O", "O", "C", "C", "O", "C", "C", "S", "C", "N", "N", "C", "N", "C", "O", "C", "C", "C", "S", "C", "C", "O", "C", "C", "H", "H", "H", "H", "H", "H", "H", "H", "H", "H", "H", "H", "H", "H", "H", "H", "H"],
  "coordinates": [[-7.76, -2.31, -1.41], [-6.66, -1.42, -0.93], [-6.52, -1.14, 0.42], [-5.49, -0.34, 0.88], [-4.58, 0.20, -0.03], [-3.49, 1.04, 0.50], [-3.29, 1.28, 1.66], [-2.73, 1.60, -0.50], [-1.52, 2.12, -0.10], [-1.24, 3.42, -0.28], [-0.06, 3.97, 0.04], [0.87, 3.18, 0.63], [2.14, 3.92, 0.93], [3.22, 3.97, -0.56], [3.92, 2.39, -0.45], [3.77, 1.58, 0.54], [4.42, 0.43, 0.40], [5.08, 0.33, -0.70], [5.83, -0.72, -1.12], [6.06, -1.99, -0.56], [6.79, -2.73, -1.17], [5.38, -2.31, 0.70], [6.10, -3.25, 1.64], [4.93, -3.74, 0.88], [4.95, 1.77, -1.73], [0.69, 1.87, 0.87], [-0.54, 1.19, 0.49], [-0.74, -0.01, 0.62], [-4.71, -0.08, -1.39], [-5.74, -0.88, -1.83], [-8.65, -2.19, -0.80], [-8.01, -2.10, -2.45], [-7.45, -3.36, -1.35], [-7.23, -1.55, 1.13], [-5.38, -0.11, 1.92], [-1.93, 4.13, -0.72], [2.71, 3.44, 1.72], [1.93, 4.97, 1.15], [6.32, -0.60, -2.00], [4.77, -1.52, 1.12], [6.00, -3.06, 2.70], [7.08, -3.58, 1.33], [3.99, -3.91, 1.39], [5.12, -4.41, 0.05], [1.47, 1.29, 1.32], [-4.00, 0.33, -2.09], [-5.84, -1.10, -2.88]],
  "nbo_charge": [-0.632, 0.020, -0.229, -0.151, -0.129, 0.780, -0.567, -0.502, 0.137, 0.148, -0.429, 0.342, -0.559, 0.309, -0.147, -0.301, -0.324, 0.260, -0.631, 0.705, -0.590, -0.387, -0.382, -0.380, 0.325, -0.350, 0.465, -0.558, -0.158, -0.231, 0.219, 0.218, 0.226, 0.212, 0.234, 0.210, 0.272, 0.253, 0.420, 0.276, 0.221, 0.231, 0.223, 0.231, 0.261, 0.228, 0.211]
}

---

{
  "formula": "C32H25CaCl3N7O5S",
  "method": "the ωB97M-V functional and the def2-TZVPD basis",
  "energy_ev": -121102.025,
  "e_lumo_ev": 2.242,
  "homo_energy_ev": -3.57,
  "de_lowest_ev": 6.447,
  "homo_lumo_gap_ev": 5.81,
  "charge": -1,
  "species": ["Ca", "O", "C", "N", "C", "C", "C", "C", "C", "C", "N", "C", "C", "C", "C", "C", "N", "H", "H", "H", "H", "H", "H", "H", "H", "H", "H", "O", "C", "C", "C", "C", "C", "C", "C", "O", "N", "N", "C", "C", "C", "C", "C", "C", "N", "H", "H", "H", "H", "H", "H", "H", "H", "H", "H", "Cl", "C", "Cl", "Cl", "C", "O", "O", "S", "C", "N", "C", "C", "C", "C", "H", "H", "H", "H", "H"],
  "coordinates": [[-0.63, -0.75, -0.45], [-1.53, -4.95, -0.94], [-1.22, -3.84, -0.50], [-0.99, -2.72, -1.17], [-1.25, -2.79, -2.59], [-1.27, -1.42, -3.22], [-0.99, -1.25, -4.57], [-1.02, 0.03, -5.11], [-1.34, 1.09, -4.28], [-1.62, 0.83, -2.95], [-1.57, -0.39, -2.44], [-1.21, -3.55, 0.99], [-2.44, -3.51, 1.58], [-2.63, -2.96, 2.85], [-1.52, -2.47, 3.50], [-0.28, -2.53, 2.90], [-0.10, -3.14, 1.68], [-2.23, -3.27, -2.75], [-0.49, -3.41, -3.10], [-0.73, -2.10, -5.18], [-0.77, 0.19, -6.15], [-1.36, 2.11, -4.66], [-1.86, 1.63, -2.26], [-3.28, -3.88, 1.01], [-3.62, -2.88, 3.28], [-1.60, -2.00, 4.48], [0.62, -2.29, 3.45], [-0.42, 3.05, 2.61], [-1.66, 3.14, 2.24], [-2.36, 4.37, 2.36], [-3.67, 4.48, 1.97], [-4.35, 3.40, 1.42], [-3.69, 2.21, 1.26], [-2.36, 2.04, 1.66], [-1.71, 0.77, 1.39], [-2.22, -0.12, 0.68], [-0.49, 0.58, 1.95], [0.14, -0.58, 1.66], [1.43, -0.73, 1.83], [1.99, -1.97, 1.50], [3.38, -2.20, 1.40], [3.87, -3.30, 0.76], [2.96, -4.23, 0.19], [1.63, -4.08, 0.36], [1.11, -3.01, 1.08], [-0.05, 1.45, 2.36], [-1.82, 5.22, 2.76], [-4.18, 5.43, 2.08], [-5.38, 3.51, 1.12], [-4.18, 1.36, 0.80], [2.07, 0.06, 2.22], [4.03, -1.44, 1.78], [4.93, -3.45, 0.64], [3.33, -5.06, -0.39], [0.91, -4.77, -0.03], [1.86, 0.62, -3.51], [2.48, -0.24, -2.11], [4.22, -0.37, -2.20], [1.78, -1.84, -2.05], [2.00, 0.52, -0.81], [2.87, 0.86, -0.03], [0.77, 0.66, -0.78], [-0.40, 3.84, -1.43], [1.10, 3.75, -0.74], [1.23, 3.62, 0.61], [2.42, 3.51, 1.23], [3.59, 3.60, 0.55], [3.52, 3.75, -0.85], [2.31, 3.84, -1.48], [0.40, 3.48, 1.21], [2.35, 3.35, 2.30], [4.54, 3.49, 1.04], [4.43, 3.77, -1.43], [2.24, 3.93, -2.55]],
  "lowdin_charge": [1.340, 0.011, -0.585, -0.145, -0.205, -0.303, -0.038, -0.096, -0.081, -0.142, -0.012, -0.093, -0.004, -0.052, -0.056, -0.037, 0.026, 0.137, 0.116, 0.113, 0.105, 0.105, 0.069, 0.127, 0.103, 0.112, 0.131, -0.143, -0.384, -0.030, -0.110, -0.121, -0.041, -0.087, -0.415, -0.151, 0.089, -0.134, -0.138, -0.225, -0.049, -0.115, -0.106, -0.079, -0.004, 0.129, 0.106, 0.094, 0.085, 0.110, 0.138, 0.118, 0.088, 0.101, 0.115, 0.688, -1.478, 0.621, 0.767, -0.840, 0.005, -0.239, 0.598, -0.810, 0.072, -0.094, -0.090, -0.076, -0.120, 0.087, 0.128, 0.097, 0.106, 0.092]
}

---

{
  "formula": "C7H10",
  "method": "the ωB97M-V functional and the def2-TZVPD basis",
  "energy_ev": -7418.006,
  "e_lumo_ev": 1.223,
  "homo_energy_ev": -9.21,
  "smiles": "C=C[C@H]1[C@H]2[C@@H](C)[C@@H]12",
  "de_lowest_ev": 3.028,
  "homo_lumo_gap_ev": 10.43,
  "charge": 0,
  "species": ["C", "C", "C", "C", "C", "C", "C", "H", "H", "H", "H", "H", "H", "H", "H", "H", "H"],
  "coordinates": [[1.41, 1.29, -1.01], [1.30, 1.07, 0.30], [1.07, -0.35, 0.75], [-0.19, -1.07, 1.15], [-1.09, -0.83, 0.00], [-1.79, 0.49, -0.25], [0.35, -1.25, -0.22], [1.53, 2.27, -1.45], [1.34, 0.44, -1.69], [1.46, 1.87, 1.02], [1.91, -0.75, 1.32], [-0.23, -1.85, 1.91], [-1.77, -1.67, -0.17], [-2.15, 0.58, -1.28], [-2.66, 0.55, 0.42], [-1.16, 1.36, -0.04], [0.69, -2.13, -0.74]],
  "nbo_charge": [-0.382, -0.195, -0.255, -0.213, -0.199, -0.617, -0.246, 0.198, 0.198, 0.205, 0.220, 0.221, 0.205, 0.207, 0.208, 0.223, 0.224]
}

---

{
  "formula": "C56H53LaN3OP2STe",
  "method": "the ωB97M-V functional and the def2-TZVPD basis",
  "energy_ev": -103015.034,
  "e_lumo_ev": [0.048, -1.002],
  "homo_energy_ev": [-7.17, -8.36],
  "de_lowest_ev": 0.128,
  "spin_multiplicity": 2,
  "homo_lumo_gap_ev": [7.22, 7.36],
  "charge": 0,
  "species": ["La", "C", "C", "P", "C", "C", "C", "C", "C", "C", "C", "C", "C", "C", "C", "C", "P", "C", "C", "C", "C", "C", "C", "C", "C", "C", "C", "C", "C", "H", "H", "H", "H", "H", "H", "H", "H", "H", "H", "H", "H", "H", "H", "H", "H", "H", "H", "H", "H", "H", "H", "H", "H", "N", "C", "C", "C", "C", "C", "C", "C", "C", "C", "H", "H", "H", "H", "C", "C", "O", "N", "Te", "C", "C", "C", "C", "C", "C", "C", "C", "C", "C", "C", "C", "C", "C", "C", "C", "C", "C", "H", "H", "H", "H", "H", "H", "H", "H", "H", "H", "H", "H", "H", "H", "H", "H", "H", "H", "H", "H", "H", "H", "H", "H", "H", "S", "C", "N"],
  "coordinates": [[0.42, -0.68, 0.20], [-2.23, 1.80, 1.99], [-1.97, 2.20, 0.54], [-2.86, 1.05, -0.64], [-1.80, 1.00, -2.14], [-0.53, 1.54, -2.31], [0.19, 1.27, -3.46], [-0.34, 0.46, -4.45], [-1.62, -0.06, -4.31], [-2.34, 0.21, -3.16], [-4.10, 2.32, -1.14], [-3.81, 3.29, -2.10], [-4.69, 4.34, -2.31], [-5.85, 4.43, -1.57], [-6.16, 3.45, -0.64], [-5.29, 2.40, -0.43], [-1.71, 0.04, 2.30], [-3.17, -0.96, 1.77], [-2.91, -2.20, 1.19], [-3.95, -3.01, 0.78], [-5.26, -2.60, 0.95], [-5.52, -1.37, 1.53], [-4.49, -0.55, 1.95], [-2.01, -0.06, 4.11], [-2.39, -1.28, 4.65], [-2.64, -1.41, 6.01], [-2.49, -0.31, 6.85], [-2.06, 0.90, 6.32], [-1.81, 1.02, 4.97], [-3.28, 1.95, 2.27], [-1.60, 2.43, 2.63], [-0.90, 2.15, 0.34], [-2.30, 3.23, 0.36], [-0.11, 2.23, -1.58], [1.17, 1.71, -3.59], [0.24, 0.23, -5.33], [-2.04, -0.67, -5.09], [-3.34, -0.19, -3.04], [-2.89, 3.24, -2.66], [-4.45, 5.10, -3.04], [-6.53, 5.27, -1.72], [-7.07, 3.52, -0.06], [-5.52, 1.63, 0.30], [-1.88, -2.53, 1.07], [-3.73, -3.97, 0.34], [-6.07, -3.23, 0.63], [-6.54, -1.04, 1.67], [-4.72, 0.39, 2.43], [-2.51, -2.14, 4.01], [-2.95, -2.36, 6.42], [-2.70, -0.40, 7.90], [-1.92, 1.75, 6.97], [-1.45, 1.97, 4.60], [-4.94, -8.55, -3.24], [-4.31, -7.61, -3.02], [-3.53, -6.47, -2.74], [-2.31, -6.60, -2.07], [-1.56, -5.49, -1.78], [-2.01, -4.22, -2.17], [-3.22, -4.09, -2.84], [-3.98, -5.20, -3.13], [-1.23, -3.09, -1.81], [-0.56, -2.14, -1.44], [-1.97, -7.59, -1.78], [-0.62, -5.57, -1.26], [-3.56, -3.10, -3.13], [-4.92, -5.11, -3.65], [3.04, -2.90, 2.56], [2.12, -2.17, 1.61], [0.86, -2.36, 1.69], [2.59, -1.38, 0.69], [4.64, -0.66, 0.79], [6.01, 1.00, 1.50], [7.21, 1.29, 0.86], [7.58, 0.68, -0.47], [8.10, 2.18, 1.45], [7.81, 2.80, 2.65], [8.76, 3.77, 3.29], [6.60, 2.51, 3.27], [5.70, 1.62, 2.71], [4.39, 1.37, 3.40], [4.14, 0.22, -1.10], [3.98, 1.59, -1.29], [3.98, 2.56, -0.15], [3.78, 2.08, -2.57], [3.74, 1.24, -3.67], [3.61, 1.77, -5.07], [3.84, -0.13, -3.46], [4.02, -0.66, -2.19], [4.03, -2.15, -2.03], [2.50, -3.71, 3.05], [3.40, -2.20, 3.32], [3.89, -3.30, 2.01], [7.04, -0.25, -0.64], [8.65, 0.49, -0.51], [7.33, 1.37, -1.27], [9.03, 2.39, 0.94], [9.72, 3.78, 2.77], [8.93, 3.49, 4.33], [8.35, 4.78, 3.28], [6.35, 2.99, 4.20], [4.46, 1.59, 4.46], [4.08, 0.33, 3.27], [3.61, 2.00, 2.98], [3.44, 2.14, 0.70], [3.51, 3.49, -0.43], [5.00, 2.78, 0.18], [3.66, 3.14, -2.71], [3.35, 2.83, -5.06], [2.84, 1.23, -5.62], [4.55, 1.66, -5.60], [3.79, -0.80, -4.30], [4.38, -2.64, -2.93], [3.02, -2.50, -1.81], [4.67, -2.46, -1.19], [1.16, 3.52, 2.92], [1.14, 2.28, 1.94], [1.11, 1.37, 1.19]],
  "lowdin_charge": [1.729, -0.391, -0.390, 1.092, -0.430, -0.131, -0.071, -0.069, -0.071, -0.123, -0.368, -0.087, -0.081, -0.089, -0.084, -0.100, 1.001, -0.449, -0.127, -0.064, -0.072, -0.079, -0.121, -0.342, -0.088, -0.078, -0.088, -0.082, -0.085, 0.081, 0.037, 0.012, 0.096, 0.097, 0.085, 0.101, 0.107, 0.104, 0.102, 0.104, 0.102, 0.102, 0.085, 0.072, 0.104, 0.104, 0.105, 0.102, 0.104, 0.104, 0.102, 0.105, 0.084, 0.158, -0.202, -0.241, -0.019, -0.020, -0.264, -0.024, -0.021, -0.176, -0.226, 0.120, 0.120, 0.112, 0.120, -0.045, -0.772, -0.260, -0.400, 1.709, -0.330, -0.313, -0.060, -0.015, -0.268, -0.050, -0.012, -0.313, -0.072, -0.347, -0.280, -0.051, -0.021, -0.291, -0.047, -0.012, -0.309, -0.084, 0.083, 0.072, 0.059, 0.036, 0.081, 0.090, 0.116, 0.073, 0.080, 0.083, 0.121, 0.085, 0.028, 0.033, 0.028, 0.090, 0.081, 0.121, 0.079, 0.073, 0.086, 0.122, 0.082, 0.076, 0.022, 0.621, -1.021, -0.158]
}

---

What is the charge in the second record? -1

---

Which of these has the lowest charge? C32H25CaCl3N7O5S

---

Which of these has the lowest charge? C32H25CaCl3N7O5S